Formula: C3H5NS4
Source: OMol25
Level of theory: ωB97M-V/def2-TZVPD

Results
Highest occupied orbital energy   -8.40 eV
Total charge   0
SMILES string   SN=C1SCSCS1
E_LUMO   0.21 eV
DFT total energy   -48021.540 eV

Geometry (Å):
C 0.6967 0.3175 -0.1344
C -0.3677 -2.3479 0.5276
C -1.8312 -0.1068 0.6054
H 0.7441 3.2273 0.2763
H -0.2538 -2.2984 1.5808
H -0.1554 -3.4113 0.3283
H -2.7679 0.4167 0.7406
H -1.4078 -0.3109 1.6599
N 1.7829 1.0119 0.0900
S 1.9698 2.6451 0.0248
S 0.9852 -1.4419 -0.1868
S -2.0216 -1.7512 -0.1321
S -0.9100 1.0553 -0.4063